A molecular structure, C37H27N5RuS3 in a non-equilibrium geometry, computed with wB97M-V/def2-TZVPD.

Values from the calculation:
Energy, eV: -81340.2653
⟨S²⟩: 0.7730
Kohn-Sham gap (alpha / beta), eV: 6.8165 / 6.8022
Spin multiplicity: 2
Net charge: +1
Relative energy (zero: lowest compared OMol25 entry of this formula, charge and spin), kJ/mol: 276.3
HOMO level (alpha / beta), eV: -10.52 / -10.46

Geometry (Å):
1 Ru 0.092 -0.277 0.190
2 S 7.053 -1.462 -0.129
3 C 7.333 -3.146 -0.082
4 C 6.174 -3.857 -0.097
5 C 5.029 -3.029 -0.146
6 C 5.334 -1.692 -0.169
7 C 4.417 -0.564 -0.217
8 C 3.044 -0.780 -0.421
9 N 2.146 0.189 -0.405
10 C 2.536 1.470 -0.230
11 C 3.895 1.799 -0.105
12 C 4.269 3.177 0.014
13 C 3.332 4.148 0.050
14 C 1.936 3.830 -0.021
15 C 0.946 4.813 0.057
16 C -0.391 4.459 0.002
17 C -0.673 3.087 -0.137
18 N 0.230 2.136 -0.222
19 C 1.537 2.489 -0.163
20 C -1.460 5.447 0.074
21 C -1.354 6.812 0.130
22 C -2.603 7.471 0.188
23 C -3.651 6.605 0.177
24 S -3.131 4.980 0.096
25 C 4.827 0.755 -0.076
26 H 8.346 -3.514 -0.044
27 H 6.141 -4.936 -0.077
28 H 4.017 -3.414 -0.149
29 H 2.665 -1.776 -0.619
30 H 5.322 3.418 0.074
31 H 3.613 5.189 0.145
32 H 1.240 5.849 0.168
33 H -1.715 2.791 -0.177
34 H -0.413 7.342 0.125
35 H -2.714 8.544 0.233
36 H -4.706 6.826 0.215
37 H 5.876 0.984 0.065
38 N -2.153 0.046 -0.145
39 C -3.025 -0.068 1.009
40 C -4.339 -0.467 0.787
41 C -5.237 -0.586 1.832
42 C -4.811 -0.300 3.120
43 C -3.506 0.100 3.339
44 C -2.586 0.234 2.295
45 C -1.202 0.639 2.659
46 C -1.026 1.667 3.588
47 C 0.228 1.967 4.098
48 C 1.337 1.225 3.714
49 C 1.188 0.218 2.770
50 C -0.066 -0.062 2.230
51 H -2.414 -0.661 -0.826
52 H -2.268 0.949 -0.586
53 H -4.657 -0.680 -0.227
54 H -6.254 -0.900 1.642
55 H -5.493 -0.398 3.954
56 H -3.173 0.293 4.350
57 H -1.888 2.240 3.908
58 H 0.334 2.762 4.824
59 H 2.308 1.433 4.144
60 H 2.046 -0.376 2.476
61 C -1.366 -7.186 0.250
62 C -0.260 -6.190 0.113
63 C 1.079 -6.548 0.264
64 C 2.011 -5.533 0.157
65 N 1.678 -4.278 -0.119
66 C 0.373 -4.039 -0.292
67 S -0.100 -2.439 -0.822
68 N -0.594 -4.932 -0.161
69 H -0.974 -8.195 0.364
70 H -2.014 -7.146 -0.624
71 H -1.979 -6.945 1.120
72 H 1.368 -7.570 0.459
73 H 3.071 -5.728 0.289

---

A molecular structure, C26H41FN4O3ReSSi3Te in a non-equilibrium geometry, computed with wB97M-V/def2-TZVPD.

Values from the calculation:
Energy, eV: -86322.8154
⟨S²⟩: 3.8270
Kohn-Sham gap (alpha / beta), eV: 6.5129 / 6.9846
Spin multiplicity: 4
Net charge: +2
HOMO level (alpha / beta), eV: -14.28 / -14.22

Geometry (Å):
1 Re 0.692 0.292 0.956
2 C -0.464 1.374 3.630
3 Si 0.644 -0.102 3.989
4 C 1.504 0.104 5.620
5 C -0.360 -1.675 3.961
6 N 1.737 -0.153 2.537
7 C 3.125 -0.403 2.471
8 C 3.887 -0.940 3.509
9 C 5.248 -1.147 3.348
10 C 5.890 -0.823 2.160
11 C 5.161 -0.292 1.102
12 C 3.819 -0.113 1.299
13 F 3.056 0.403 0.254
14 H -1.164 1.528 4.455
15 H -1.103 1.259 2.743
16 H 0.115 2.295 3.521
17 H 0.700 0.275 6.343
18 H 2.171 0.965 5.665
19 H 2.040 -0.782 5.953
20 H -1.147 -1.626 4.718
21 H 0.262 -2.542 4.194
22 H -0.850 -1.868 3.005
23 H 3.415 -1.208 4.441
24 H 5.815 -1.568 4.166
25 H 6.953 -0.982 2.051
26 H 5.618 -0.024 0.160
27 C 3.062 -4.578 -1.301
28 Si 1.955 -3.736 -2.544
29 C 2.809 -3.412 -4.166
30 C 0.352 -4.672 -2.764
31 C 1.538 -2.008 -1.814
32 Te 0.327 -2.163 -0.066
33 C -1.574 -2.025 -1.011
34 Si -3.045 -2.419 0.148
35 C -4.545 -2.579 -0.939
36 C -3.211 -0.973 1.337
37 C -2.658 -3.996 1.065
38 H 3.376 -5.554 -1.678
39 H 2.563 -4.756 -0.345
40 H 3.969 -4.000 -1.109
41 H 3.122 -4.354 -4.621
42 H 3.703 -2.800 -4.038
43 H 2.151 -2.909 -4.876
44 H 0.565 -5.664 -3.170
45 H -0.322 -4.178 -3.467
46 H -0.184 -4.839 -1.825
47 H 0.988 -1.361 -2.498
48 H 2.450 -1.494 -1.505
49 H -1.509 -2.755 -1.820
50 H -1.640 -1.031 -1.458
51 H -4.742 -1.666 -1.504
52 H -5.433 -2.792 -0.340
53 H -4.429 -3.398 -1.651
54 H -3.701 -0.125 0.854
55 H -2.239 -0.641 1.722
56 H -3.813 -1.242 2.207
57 H -2.536 -4.837 0.379
58 H -3.487 -4.243 1.732
59 H -1.760 -3.938 1.685
60 O -5.010 8.618 -2.280
61 S -5.047 7.204 -2.162
62 O -5.154 6.590 -0.880
63 O -5.491 6.421 -3.317
64 C -3.191 6.597 -2.850
65 N -2.659 7.366 -3.741
66 C -1.400 7.052 -4.046
67 C -0.760 5.965 -3.450
68 C -1.488 5.218 -2.537
69 N -2.757 5.541 -2.244
70 C -0.973 4.024 -1.813
71 C 0.347 3.587 -1.905
72 C 0.744 2.482 -1.185
73 N -0.099 1.802 -0.382
74 C -1.378 2.223 -0.292
75 C -1.844 3.313 -0.988
76 H -0.903 7.671 -4.782
77 H 0.256 5.727 -3.727
78 H 1.078 4.090 -2.521
79 H 1.762 2.117 -1.240
80 H -2.026 1.655 0.361
81 H -2.873 3.627 -0.886

---

C2H2S2 in the gas phase in a non-equilibrium geometry, computed with wB97M-V/def2-TZVPD.

Values from the calculation:
Energy, eV: -23773.0561
Kohn-Sham gap (alpha / beta), eV: 7.2209 / 7.5599
Relative energy (zero: lowest compared OMol25 entry of this formula, charge and spin), kJ/mol: 246.8
HOMO level (alpha / beta), eV: -7.60 / -7.90

Geometry (Å):
1 C 0.696 -0.275 -0.915
2 C -0.538 -0.016 1.027
3 S 0.769 0.742 -2.076
4 S 0.420 -1.328 0.253
5 H 0.117 0.842 1.091
6 H -1.464 0.035 0.620

---

C19H17N5O2S2 in the gas phase in a non-equilibrium geometry, computed with wB97M-V/def2-TZVPD.

Values from the calculation:
Energy, eV: -53195.2291
SMILES: CCOc1ccc(Nc2nnc(SCc3nc4ccccc4c(=O)[nH]3)s2)cc1
Kohn-Sham gap, eV: 7.9402
Relative energy (zero: lowest compared OMol25 entry of this formula, charge and spin), kJ/mol: 0.0
HOMO level, eV: -7.73

Geometry (Å):
1 C 7.432 -0.458 2.183
2 C 6.878 -1.876 2.079
3 O 6.124 -2.081 0.901
4 C 4.863 -1.580 0.807
5 C 4.153 -0.953 1.826
6 C 2.862 -0.503 1.615
7 C 2.256 -0.669 0.377
8 N 0.957 -0.229 0.102
9 C 0.096 0.390 0.924
10 N 0.282 0.716 2.164
11 N -0.756 1.301 2.730
12 C -1.773 1.451 1.969
13 S -3.204 2.294 2.475
14 C -4.524 1.219 1.782
15 C -4.536 1.204 0.289
16 N -4.600 0.075 -0.314
17 C -4.608 0.074 -1.688
18 C -4.674 -1.150 -2.360
19 C -4.671 -1.179 -3.736
20 C -4.600 0.002 -4.474
21 C -4.532 1.216 -3.828
22 C -4.537 1.266 -2.434
23 C -4.463 2.547 -1.734
24 O -4.391 3.644 -2.240
25 N -4.485 2.407 -0.349
26 S -1.514 0.832 0.318
27 C 2.961 -1.299 -0.648
28 C 4.244 -1.747 -0.435
29 H 6.628 0.272 2.235
30 H 8.041 -0.235 1.311
31 H 8.047 -0.370 3.075
32 H 6.288 -2.132 2.967
33 H 7.702 -2.590 1.997
34 H 4.588 -0.808 2.802
35 H 2.320 -0.018 2.409
36 H 0.631 -0.403 -0.838
37 H -4.403 0.206 2.162
38 H -5.447 1.651 2.172
39 H -4.727 -2.054 -1.774
40 H -4.724 -2.127 -4.252
41 H -4.599 -0.039 -5.553
42 H -4.477 2.146 -4.373
43 H -4.404 3.259 0.198
44 H 2.498 -1.436 -1.615
45 H 4.796 -2.237 -1.221

---

A molecular structure, C11H15N4Zr in a non-equilibrium geometry, computed with wB97M-V/def2-TZVPD.

Values from the calculation:
Energy, eV: -18879.0114
Kohn-Sham gap (alpha / beta), eV: 5.5989 / 5.6011
Net charge: +1
HOMO level (alpha / beta), eV: -9.68 / -9.68

Geometry (Å):
1 C -4.360 -2.706 -2.271
2 Zr -0.899 -2.281 -0.199
3 N -2.901 -2.644 1.122
4 H -1.685 -1.687 -1.660
5 H -4.359 -3.777 -2.541
6 H -3.867 -2.114 -3.066
7 H -3.555 -2.452 -1.461
8 H -5.370 -2.354 -1.965
9 H -2.958 -1.774 1.650
10 H -2.847 -3.400 1.806
11 H -3.845 -2.704 0.718
12 N 6.755 3.128 -0.353
13 C 5.675 2.738 -0.116
14 C 4.317 2.268 0.106
15 C 3.988 1.020 -0.440
16 C 2.716 0.479 -0.235
17 C 1.731 1.250 0.393
18 C 2.034 2.524 0.877
19 C 3.313 3.053 0.714
20 N 0.409 0.807 0.514
21 C -0.636 1.512 1.106
22 C -1.759 0.764 1.035
23 N -1.395 -0.470 0.544
24 C -0.022 -0.404 0.218
25 H 4.744 0.364 -0.900
26 H 2.481 -0.529 -0.566
27 H 1.328 3.141 1.395
28 H 3.646 4.016 1.145
29 H -0.535 2.522 1.483
30 H -2.819 0.908 1.220
31 H 0.675 -1.198 -0.273